Computed, not measured: 10 unconnected molecules or ions with the total composition C13H48BN20O9 in a non-equilibrium geometry, with wB97M-V/def2-TZVPD.

Properties
HOMO in Ha: -0.10949
DFT total energy in hartree: -2321.65382

Geometry as ORCA input:
```
! RIJCOSX wB97M-V def2-TZVPD def2/J DEFGRID3
* xyz -1 1
C -2.0477 -1.3595 -1.8241
C -0.6675 -0.9307 -2.2595
N 0.0442 -1.8949 -3.0746
B 0.6663 -3.1142 -2.3031
C 1.9732 -2.7041 -1.3460
C 1.6205 -2.4354 0.0649
N 2.4279 -2.1960 1.0041
H -2.0838 -2.3957 -1.5621
H -2.7155 -1.1436 -2.6331
H -2.3173 -0.7349 -0.9939
H -0.8185 -0.0440 -2.8650
H -0.1124 -0.5980 -1.3825
H 0.8023 -1.3763 -3.4917
H 1.1026 -3.8914 -3.1742
H -0.1662 -3.7390 -1.6373
H 2.7079 -3.4897 -1.3783
H 2.4502 -1.8283 -1.7719
H 0.5649 -2.4938 0.2874
H 1.8972 -2.1333 1.8699
C -1.3914 1.9092 0.7838
O -1.8288 1.0916 -0.0130
N -2.1153 3.0106 1.1853
N -0.1454 1.8043 1.3187
H -1.7447 3.6979 1.8141
H -3.0309 3.1202 0.8009
H 0.3983 1.0071 1.0397
H 0.2399 2.4731 1.9557
C 2.0723 -6.5301 -4.5936
O 2.8070 -6.0716 -3.7528
N 1.0299 -5.7936 -5.0907
N 2.2103 -7.8149 -5.1043
H 0.3867 -6.1274 -5.7799
H 0.9062 -4.8734 -4.6862
H 2.9620 -8.3670 -4.7457
H 1.6016 -8.2047 -5.7954
C -1.8484 2.3703 -6.0652
O -1.4442 3.0137 -7.0295
N -2.4398 2.9713 -4.9773
N -1.7674 1.0199 -5.9661
H -2.7714 2.4501 -4.1835
H -2.5224 3.9668 -4.9891
H -1.3502 0.5129 -6.7198
H -2.1119 0.5235 -5.1613
C 1.5797 -1.5801 4.9783
O 1.2900 -2.3251 4.0615
N 0.6573 -0.8369 5.6553
N 2.8908 -1.4583 5.4129
H 0.8898 -0.2386 6.4231
H -0.3112 -0.9169 5.3610
H 3.5827 -1.9903 4.9203
H 3.1713 -0.8544 6.1609
C 1.0579 5.2546 0.8955
O 0.5316 4.5529 1.7520
N 1.4651 4.7199 -0.2930
N 1.2745 6.5929 1.0390
H 1.8935 5.2617 -1.0175
H 1.3104 3.7378 -0.4335
H 0.9878 7.0184 1.8965
H 1.7053 7.1496 0.3185
C -3.0709 -1.9100 5.2270
O -2.1633 -1.0979 5.2888
N -4.3155 -1.6544 5.7443
N -2.9044 -3.1224 4.6247
H -5.0774 -2.3003 5.6938
H -4.4567 -0.7629 6.1745
H -2.0056 -3.3111 4.2183
H -3.6307 -3.8050 4.5414
C -5.1948 -0.0651 -4.2081
O -4.0106 0.1274 -4.0274
N -5.8695 -1.0475 -3.5323
N -5.9363 0.6806 -5.0963
H -6.8433 -1.2390 -3.6549
H -5.3349 -1.5967 -2.8840
H -5.4533 1.3982 -5.6016
H -6.9123 0.5370 -5.2619
C 2.8807 9.0346 -2.0120
O 2.3205 8.4068 -1.1264
N 3.2769 8.4500 -3.1822
N 3.1484 10.3718 -1.8924
H 3.7355 8.9451 -3.9211
H 3.0898 7.4732 -3.2963
H 2.8664 10.8213 -1.0442
H 3.6043 10.9104 -2.6018
C 4.2548 -4.2244 8.8735
O 5.1712 -4.7547 9.4774
N 2.9535 -4.2906 9.3111
N 4.4394 -3.5203 7.7135
H 2.1852 -3.8679 8.8271
H 2.7805 -4.7992 10.1542
H 5.3730 -3.4549 7.3603
H 3.6922 -3.0759 7.2085
*
```

Computed, not measured: a molecular structure, HN3S in a non-equilibrium geometry, with wB97M-V/def2-TZVPD.

Properties
ΔE to the lowest compared entry with this formula, charge and spin in eV: 0.902
HOMO (spin up / spin down) in Ha: -0.29796 / -0.30264
DFT total energy in hartree: -562.98342

Geometry as ORCA input:
```
! RIJCOSX wB97M-V def2-TZVPD def2/J DEFGRID3
* xyz 0 1
N -1.1674 1.9683 0.2323
N -1.1363 0.9213 0.6049
N 0.6442 -0.8296 -0.6770
S 0.7244 -0.2890 0.7204
H 0.9351 -1.7710 -0.8806
*
```

Computed, not measured: 8 unconnected molecules or ions with the total composition C40H69ClFNO17PS, with wB97M-V/def2-TZVPD.

Properties
HOMO in Ha: -0.15941
DFT total energy in hartree: -4199.22949

Geometry as ORCA input:
```
! RIJCOSX wB97M-V def2-TZVPD def2/J DEFGRID3
* xyz -1 1
C -0.8025 -2.4781 -0.9230
O 0.2549 -2.1093 -1.7928
C -0.1486 -1.4432 -2.9806
C 0.8155 -0.3006 -3.2390
C 0.8413 0.7445 -2.1144
C 0.0967 2.0450 -2.4121
C -1.4040 1.9095 -2.5758
O -2.0876 1.9357 -1.3634
P -3.7357 2.5014 -1.5282
C -4.3450 0.8418 -2.1083
F -3.9787 2.0355 0.0316
S -2.8103 4.4491 -0.5624
C -5.4422 3.3048 -1.6036
C -6.0886 3.8281 -2.8968
C -5.4830 5.1460 -3.3918
C -6.2157 2.8263 -4.0474
O -3.3304 3.0107 -3.1806
C -2.0439 2.8983 -3.5499
N -1.8898 2.4237 -4.9091
Cl -1.1876 4.5670 -3.4986
H -0.3985 -3.2079 -0.2163
H -1.1685 -1.6135 -0.3560
H -1.6192 -2.9453 -1.4813
H -0.1043 -2.1655 -3.8106
H -1.1908 -1.1207 -2.9091
H 0.5983 0.1677 -4.2056
H 1.8118 -0.7492 -3.3327
H 1.8852 1.0155 -1.9140
H 0.4555 0.2810 -1.1999
H 0.2710 2.7670 -1.6110
H 0.5144 2.5054 -3.3147
H -1.6327 0.9395 -3.0641
H -5.2278 0.5606 -1.5324
H -3.5794 0.0836 -1.9139
H -4.5731 0.8279 -3.1737
H -3.4259 5.3555 -1.3264
H -5.4233 4.1288 -0.8873
H -6.0987 2.5402 -1.1742
H -7.1258 4.0708 -2.6152
H -4.5251 4.9847 -3.8872
H -6.1586 5.6224 -4.1129
H -5.3407 5.8514 -2.5695
H -6.6343 1.8762 -3.7068
H -5.2549 2.6482 -4.5308
H -6.9037 3.2267 -4.8022
H -1.8162 3.2220 -5.5266
H -1.0050 1.9309 -4.9755
O 0.6632 10.7127 -0.8074
C 0.3402 9.5557 -0.7689
O -0.9106 9.1760 -0.4555
C -1.0026 7.7274 -0.3854
C 0.1618 7.2174 -1.2230
C 1.1928 8.3254 -1.0218
H -0.9172 7.4367 0.6634
H -1.9768 7.4221 -0.7499
H 0.4830 6.2280 -0.9192
H -0.1416 7.1762 -2.2703
H 1.8096 8.1592 -0.1353
H 1.8467 8.4967 -1.8732
O 2.0609 -5.4134 3.7002
C 2.0350 -4.3288 3.1908
O 1.2293 -3.3475 3.6435
C 1.3346 -2.1758 2.8057
C 2.6851 -2.3060 2.1135
C 2.8283 -3.8224 1.9978
H 0.5061 -2.1813 2.0942
H 1.2640 -1.2973 3.4371
H 2.7200 -1.7734 1.1650
H 3.4603 -1.9085 2.7682
H 2.3658 -4.2219 1.0926
H 3.8514 -4.1839 2.0584
O -2.9548 -3.4127 -3.2384
C -3.0129 -3.0358 -4.3768
O -3.3352 -1.7652 -4.6697
C -3.4316 -1.5703 -6.0910
C -2.5885 -2.6940 -6.6939
C -2.7698 -3.8066 -5.6627
H -4.4857 -1.6398 -6.3705
H -3.0807 -0.5664 -6.3053
H -2.8976 -2.9601 -7.7026
H -1.5397 -2.4018 -6.7234
H -3.6537 -4.4194 -5.8545
H -1.9037 -4.4547 -5.5549
O 0.3918 -3.7423 -6.3106
C 1.1817 -4.2536 -5.5700
O 2.5039 -4.2874 -5.8463
C 3.2072 -5.0424 -4.8434
C 2.3020 -5.0175 -3.6153
C 0.9148 -4.9604 -4.2544
H 3.3599 -6.0546 -5.2253
H 4.1758 -4.5725 -4.6929
H 2.4606 -5.8664 -2.9540
H 2.4715 -4.1040 -3.0437
H 0.5150 -5.9525 -4.4731
H 0.1999 -4.4057 -3.6505
O 1.6279 4.5863 0.0132
C 1.9154 3.7553 0.8218
O 3.2042 3.3924 1.0598
C 3.2488 2.3076 2.0012
C 1.9333 2.3835 2.7721
C 0.9898 2.9447 1.7100
H 3.3430 1.3733 1.4415
H 4.1339 2.4398 2.6193
H 1.6278 1.4243 3.1847
H 2.0301 3.0913 3.5962
H 0.5395 2.1654 1.0996
H 0.1949 3.5788 2.0931
O 2.9501 -0.7675 5.0355
C 2.4957 -1.0029 6.1193
O 1.9169 -0.0336 6.8666
C 1.5318 -0.5606 8.1486
C 1.4022 -2.0671 7.9396
C 2.4561 -2.3164 6.8628
H 2.3154 -0.3110 8.8678
H 0.6089 -0.0690 8.4459
H 1.5568 -2.6387 8.8522
H 0.4088 -2.2991 7.5533
H 3.4391 -2.5054 7.2964
H 2.2056 -3.1207 6.1747
O 5.1779 -3.2350 8.4223
C 4.9616 -4.2596 8.9991
O 3.7014 -4.7198 9.1774
C 3.7055 -5.9171 9.9741
C 5.1130 -6.4895 9.8235
C 5.9454 -5.2208 9.6396
H 3.4808 -5.6383 11.0059
H 2.9173 -6.5663 9.6029
H 5.4097 -7.1062 10.6686
H 5.1670 -7.0987 8.9211
H 6.2649 -4.7865 10.5887
H 6.8152 -5.3404 9.0002
*
```

Computed, not measured: C5H11NO in the gas phase, with wB97M-V/def2-TZVPD.

Properties
ΔE to the lowest compared entry with this formula, charge and spin in eV: 0.400
HOMO in Ha: -0.33652
SMILES: CCN(C)C(C)=O
DFT total energy in hartree: -327.11666

Geometry as ORCA input:
```
! RIJCOSX wB97M-V def2-TZVPD def2/J DEFGRID3
* xyz 0 1
C -2.1117 0.4876 -0.8062
C -1.4177 -0.4663 0.1702
N 0.0162 -0.2201 0.3286
C 0.4870 0.3234 1.5866
C 0.8219 -0.4846 -0.7433
C 2.3120 -0.2073 -0.6109
O 0.3591 -0.9309 -1.7846
H -3.1891 0.5239 -0.6112
H -1.9527 0.1612 -1.8358
H -1.7143 1.5031 -0.7064
H -1.5572 -1.4981 -0.1698
H -1.8675 -0.3830 1.1654
H 0.1695 -0.3054 2.4278
H 1.5760 0.3603 1.5985
H 0.1134 1.3417 1.7575
H 2.7710 -0.4948 -1.5565
H 2.7732 -0.7853 0.1972
H 2.5146 0.8532 -0.4242
*
```